# 1
C38H109N5O23 | ωB97M-V with the def2-TZVPD basis set

Geometry as XYZ:
```
175
Properties=species:S:1:pos:R:3:mulliken_charge:R:1
C 21.20 9.57 -5.66 -0.414
C 20.89 9.17 -7.06 -0.490
O 21.25 10.14 -7.96 -0.543
O 20.51 10.72 -5.25 -0.459
H 22.28 9.71 -5.53 0.339
H 20.86 8.80 -4.97 0.256
H 19.81 9.22 -6.99 0.248
H 20.97 8.13 -7.38 0.433
H 20.94 10.98 -7.63 0.316
H 21.16 11.15 -4.69 0.310
C 12.20 13.74 4.40 -0.328
C 12.07 12.42 5.16 -0.437
O 10.78 12.19 5.53 -0.508
O 13.48 13.95 3.87 -0.506
H 12.05 14.48 5.19 0.254
H 11.49 13.86 3.58 0.286
H 12.66 12.54 6.06 0.267
H 12.49 11.60 4.59 0.347
H 10.63 12.91 6.14 0.323
H 13.57 14.81 3.47 0.300
C 8.94 18.77 -2.04 -0.338
C 8.43 17.96 -0.76 -0.380
O 7.47 18.63 -0.01 -0.496
O 7.87 19.25 -2.82 -0.493
H 9.69 18.14 -2.54 0.261
H 9.51 19.59 -1.61 0.276
H 9.21 17.60 -0.09 0.349
H 7.87 17.11 -1.16 0.231
H 7.91 19.31 0.50 0.284
H 7.91 20.21 -2.89 0.310
C 10.91 8.27 -8.00 -0.308
C 10.93 7.58 -9.33 -0.385
O 11.62 6.28 -9.25 -0.558
O 10.33 7.34 -7.10 -0.521
H 10.45 9.26 -8.03 0.317
H 11.91 8.32 -7.58 0.215
H 11.51 8.21 -10.00 0.317
H 9.95 7.61 -9.80 0.317
H 11.70 5.87 -10.11 0.295
H 10.63 6.50 -7.44 0.310
C 19.57 14.00 2.47 -0.291
C 19.17 12.61 2.88 -0.387
O 17.76 12.28 2.55 -0.476
O 18.84 14.93 3.27 -0.531
H 19.41 14.29 1.43 0.271
H 20.63 14.16 2.64 0.241
H 19.38 12.34 3.91 0.287
H 19.77 11.91 2.30 0.296
H 17.30 12.91 3.11 0.285
H 18.28 15.51 2.75 0.302
C 6.94 10.48 -3.90 -0.044
C 5.79 11.19 -3.17 -0.438
O 6.29 12.39 -2.59 -0.487
O 6.72 9.09 -4.13 -0.540
H 7.83 10.55 -3.27 0.172
H 7.08 10.86 -4.92 0.227
H 5.30 10.58 -2.41 0.300
H 5.05 11.49 -3.92 0.219
H 6.59 12.27 -1.69 0.282
H 7.55 8.77 -4.49 0.307
C 4.57 14.36 2.18 -0.426
C 5.77 13.50 2.59 -0.310
O 6.75 13.20 1.60 -0.503
O 4.83 15.69 2.53 -0.527
H 3.65 14.03 2.66 0.314
H 4.31 14.29 1.13 0.269
H 5.37 12.54 2.89 0.294
H 6.35 13.92 3.41 0.289
H 7.29 12.48 1.94 0.286
H 5.43 15.98 1.84 0.306
C 14.17 4.17 -1.40 -0.449
C 13.92 3.03 -0.39 -0.289
O 12.53 2.85 -0.10 -0.538
O 13.88 5.43 -0.78 -0.458
H 13.49 4.06 -2.25 0.328
H 15.20 4.09 -1.76 0.340
H 14.41 3.27 0.55 0.219
H 14.36 2.11 -0.76 0.312
H 11.88 3.55 -0.19 0.298
H 13.99 6.14 -1.41 0.235
C 20.31 4.15 -0.49 -0.391
C 20.38 2.83 0.28 -0.317
O 19.35 2.85 1.24 -0.492
O 20.35 5.31 0.43 -0.524
H 19.39 4.13 -1.08 0.217
H 21.14 4.10 -1.20 0.316
H 21.33 2.81 0.81 0.274
H 20.33 1.92 -0.32 0.315
H 19.60 2.20 1.89 0.291
H 19.52 5.47 0.88 0.305
C 16.80 7.34 5.50 -1.403
C 16.04 6.52 4.43 0.343
C 14.54 6.51 4.81 -0.616
O 14.21 6.47 6.21 -0.321
C 12.87 6.08 6.54 -0.767
N 16.37 7.03 3.09 -0.643
H 17.81 7.58 5.18 0.372
H 16.76 6.96 6.52 0.350
H 16.27 8.29 5.60 0.338
H 16.42 5.51 4.57 0.267
H 14.08 5.73 4.20 0.405
H 14.00 7.37 4.43 0.334
H 12.79 5.91 7.62 0.264
H 12.52 5.17 6.06 0.319
H 12.10 6.82 6.35 0.281
H 15.66 6.66 2.48 0.222
H 16.16 8.02 3.09 0.263
C 19.22 3.66 -6.88 -1.333
C 20.19 3.13 -7.90 0.425
C 21.68 2.96 -7.32 -0.764
O 22.12 4.21 -6.73 -0.217
C 23.49 4.31 -6.43 -0.780
N 19.56 1.96 -8.37 -0.630
H 19.80 4.43 -6.37 0.331
H 18.92 3.00 -6.06 0.373
H 18.35 3.97 -7.46 0.330
H 20.31 3.86 -8.70 0.241
H 22.44 2.70 -8.06 0.391
H 21.62 2.22 -6.52 0.286
H 24.04 4.06 -7.34 0.318
H 23.85 3.63 -5.66 0.303
H 23.81 5.30 -6.11 0.230
H 19.16 1.43 -7.61 0.261
H 20.26 1.43 -8.87 0.237
C 12.83 12.53 -1.53 -1.511
C 13.06 10.99 -1.76 0.243
C 14.38 10.87 -2.53 -0.633
O 14.40 9.50 -3.00 -0.261
C 15.62 9.10 -3.51 -0.777
N 13.04 10.41 -0.48 -0.614
H 13.66 13.06 -1.07 0.356
H 11.94 12.66 -0.90 0.367
H 12.72 13.15 -2.41 0.416
H 12.25 10.59 -2.37 0.339
H 15.19 11.10 -1.84 0.338
H 14.46 11.55 -3.38 0.396
H 15.48 8.24 -4.16 0.249
H 16.40 8.74 -2.83 0.288
H 16.03 9.90 -4.12 0.313
H 13.29 9.44 -0.57 0.243
H 13.82 10.85 -0.01 0.255
C 16.95 13.45 -8.09 -1.430
C 17.51 14.72 -7.40 0.401
C 16.89 15.17 -6.06 -0.574
O 17.57 16.33 -5.69 -0.343
C 17.31 16.87 -4.40 -0.755
N 18.88 14.32 -7.13 -0.752
H 17.66 13.10 -8.84 0.396
H 15.95 13.65 -8.50 0.381
H 16.75 12.64 -7.39 0.254
H 17.58 15.60 -8.04 0.384
H 17.17 14.45 -5.29 0.234
H 15.80 15.29 -6.03 0.444
H 16.39 17.43 -4.51 0.294
H 18.09 17.61 -4.23 0.258
H 17.38 16.21 -3.53 0.299
H 19.20 15.16 -6.66 0.319
H 18.90 13.65 -6.38 0.193
C 7.64 6.63 2.99 -1.423
C 8.70 7.09 2.00 0.648
C 8.32 6.71 0.55 -0.711
O 8.55 5.36 0.36 -0.293
C 8.31 4.82 -0.94 -0.849
N 8.89 8.56 2.08 -0.639
H 8.01 6.67 4.01 0.383
H 7.37 5.62 2.68 0.318
H 6.69 7.16 2.87 0.350
H 9.67 6.66 2.26 0.235
H 8.93 7.30 -0.12 0.318
H 7.29 6.86 0.22 0.294
H 8.80 5.44 -1.69 0.318
H 7.26 4.88 -1.25 0.348
H 8.75 3.84 -1.11 0.272
H 9.65 8.83 1.47 0.197
H 9.14 8.76 3.04 0.237
```

Output
LUMO level (eV): 0.0
Orbital gap (eV): 9.2
Relative energy (zero: lowest compared OMol25 entry of this formula, charge and spin) (kcal/mol): 180.6

# 2
C38H109N5O23 | ωB97M-V with the def2-TZVPD basis set

Geometry as XYZ:
```
175
Properties=species:S:1:pos:R:3:mulliken_charge:R:1
C -2.24 -15.70 -3.50 -0.129
C -2.15 -14.70 -4.66 0.309
O -3.23 -13.78 -4.55 -0.382
O -1.38 -16.79 -3.77 -0.659
H -3.28 -16.02 -3.43 -0.259
H -1.94 -15.19 -2.59 0.436
H -2.13 -15.15 -5.66 -0.226
H -1.19 -14.19 -4.55 0.322
H -3.25 -13.24 -5.39 0.263
H -1.88 -17.41 -4.32 0.391
C -5.45 -12.78 -2.16 0.695
C -6.23 -12.25 -0.95 -0.813
O -5.76 -10.97 -0.57 -0.570
O -4.10 -13.08 -1.90 -0.628
H -5.65 -12.04 -2.94 0.109
H -5.84 -13.79 -2.36 -0.159
H -6.07 -13.02 -0.17 0.395
H -7.30 -12.20 -1.14 0.261
H -4.91 -11.10 -0.15 0.334
H -3.65 -13.32 -2.72 0.364
C -3.78 -20.13 -9.94 0.602
C -4.82 -19.41 -10.83 -0.814
O -5.05 -18.10 -10.37 -0.268
O -2.52 -19.49 -10.06 -0.569
H -3.67 -21.20 -10.12 0.447
H -4.23 -20.02 -8.95 -0.451
H -5.75 -20.00 -10.76 0.396
H -4.48 -19.46 -11.86 0.333
H -5.62 -18.22 -9.58 0.073
H -2.69 -18.54 -10.15 0.232
C -9.23 -11.22 -9.57 -0.993
C -8.62 -12.39 -8.85 0.438
O -7.32 -12.73 -9.32 -0.222
O -9.37 -11.49 -10.96 -0.503
H -8.54 -10.37 -9.48 0.321
H -10.13 -10.85 -9.07 0.496
H -9.28 -13.24 -9.04 0.121
H -8.58 -12.11 -7.80 -0.119
H -7.30 -12.57 -10.27 0.206
H -10.12 -10.99 -11.30 0.297
C -11.05 -19.86 -6.58 -0.195
C -10.63 -19.37 -7.95 -0.692
O -9.48 -18.58 -7.82 -0.362
O -11.68 -18.80 -5.85 -0.477
H -10.15 -20.29 -6.12 -0.064
H -11.76 -20.69 -6.62 0.436
H -11.46 -18.79 -8.37 0.241
H -10.47 -20.24 -8.59 0.459
H -9.67 -17.88 -7.19 0.080
H -11.35 -19.03 -4.94 0.454
C -4.54 -15.08 -11.75 1.028
C -4.59 -14.01 -12.82 -0.503
O -5.95 -13.80 -13.23 -0.633
O -4.34 -16.37 -12.30 -0.732
H -5.35 -15.09 -11.01 0.264
H -3.70 -14.94 -11.04 -0.802
H -3.97 -14.27 -13.68 0.271
H -4.33 -13.02 -12.46 0.123
H -6.36 -14.64 -13.47 0.332
H -4.61 -17.04 -11.63 0.699
C -2.93 -18.75 -6.72 2.681
C -1.52 -19.25 -6.82 -1.176
O -0.58 -18.16 -6.83 -0.584
O -3.14 -18.17 -5.45 -0.583
H -3.65 -19.57 -6.86 -0.844
H -3.21 -18.09 -7.56 -0.948
H -1.35 -19.81 -7.74 0.333
H -1.24 -19.88 -5.98 0.472
H -0.25 -18.01 -5.93 0.286
H -4.09 -17.90 -5.41 0.241
C -7.71 -13.55 -4.62 1.076
C -8.30 -12.17 -4.39 -1.171
O -9.56 -12.11 -5.05 -0.498
O -8.27 -14.55 -3.75 -0.342
H -6.64 -13.57 -4.41 -0.083
H -7.87 -13.68 -5.70 -0.210
H -7.67 -11.47 -4.95 0.421
H -8.34 -11.91 -3.33 0.360
H -10.04 -11.29 -4.96 0.270
H -9.19 -14.64 -4.06 0.184
C -11.80 -15.46 -5.29 -0.608
C -10.88 -15.67 -6.46 0.941
O -10.38 -14.50 -7.05 -0.572
O -11.07 -14.94 -4.17 -0.358
H -12.19 -16.43 -4.95 0.018
H -12.64 -14.78 -5.46 0.461
H -11.36 -16.25 -7.25 0.715
H -10.08 -16.34 -6.08 -1.076
H -10.19 -13.83 -6.38 0.194
H -11.61 -14.28 -3.73 0.181
C -10.31 -17.56 -2.41 -1.552
C -11.16 -18.82 -2.18 0.424
C -12.61 -18.44 -1.93 -0.716
O -12.71 -17.49 -0.90 -0.319
C -13.98 -16.87 -0.84 -0.767
N -11.00 -19.76 -3.30 -0.435
H -10.30 -16.90 -1.55 0.630
H -10.56 -16.94 -3.28 0.221
H -9.27 -17.90 -2.51 0.233
H -10.71 -19.25 -1.28 0.541
H -13.22 -19.33 -1.74 0.424
H -13.02 -18.00 -2.84 0.233
H -13.88 -15.97 -0.23 0.266
H -14.72 -17.51 -0.35 0.311
H -14.37 -16.54 -1.80 0.312
H -11.52 -20.59 -3.03 0.294
H -10.02 -20.00 -3.26 -0.263
C -7.08 -16.00 -8.52 -0.371
C -6.24 -16.85 -7.58 2.102
C -6.54 -16.55 -6.10 0.327
O -5.75 -17.44 -5.33 0.963
C -6.03 -17.41 -3.94 -0.618
N -6.36 -18.27 -7.94 0.218
H -8.15 -16.04 -8.29 -0.147
H -6.91 -16.13 -9.59 0.380
H -6.84 -14.97 -8.24 -0.286
H -5.18 -16.61 -7.74 -1.708
H -7.60 -16.76 -5.94 0.149
H -6.30 -15.51 -5.88 -0.716
H -5.55 -16.57 -3.45 -0.194
H -5.66 -18.35 -3.54 0.396
H -7.10 -17.46 -3.71 -0.272
H -7.36 -18.47 -7.88 0.331
H -6.00 -18.77 -7.13 -0.910
C -4.80 -13.59 -7.74 0.971
C -3.38 -13.07 -7.94 1.241
C -3.26 -12.38 -9.29 -0.028
O -2.00 -11.80 -9.50 -0.447
C -1.87 -11.29 -10.80 -0.730
N -3.14 -12.16 -6.80 -0.527
H -5.12 -14.11 -8.64 -0.591
H -5.54 -12.83 -7.52 0.148
H -4.77 -14.24 -6.86 -0.697
H -2.67 -13.90 -7.86 -0.671
H -4.09 -11.66 -9.31 0.385
H -3.51 -13.09 -10.10 -0.444
H -2.46 -10.38 -10.98 0.366
H -2.08 -12.00 -11.62 0.202
H -0.85 -10.93 -10.91 0.290
H -2.42 -11.49 -7.08 0.271
H -3.92 -11.54 -6.58 0.284
C 0.84 -15.51 -13.03 -1.589
C -0.37 -16.23 -12.43 0.655
C -0.55 -15.70 -11.04 -0.935
O -1.61 -16.44 -10.37 0.274
C -1.52 -16.33 -8.97 -0.509
N -1.57 -16.00 -13.26 -0.597
H 1.74 -15.85 -12.49 0.391
H 0.77 -14.43 -12.89 0.301
H 1.04 -15.74 -14.08 0.381
H -0.20 -17.31 -12.35 0.292
H -0.89 -14.66 -11.04 0.160
H 0.32 -15.74 -10.39 0.563
H -1.27 -15.29 -8.74 0.856
H -0.81 -17.02 -8.50 0.736
H -2.50 -16.54 -8.53 -1.063
H -2.28 -16.45 -12.67 0.020
H -1.60 -16.69 -14.01 0.305
C -5.99 -23.74 -6.02 -1.462
C -5.99 -22.27 -6.51 0.036
C -6.17 -21.25 -5.37 0.279
O -7.46 -21.45 -4.85 -0.424
C -7.73 -20.76 -3.66 -0.483
N -4.82 -22.02 -7.38 -0.332
H -5.29 -23.82 -5.18 0.370
H -5.88 -24.49 -6.80 0.427
H -7.01 -23.99 -5.72 0.308
H -6.86 -22.16 -7.15 0.232
H -6.05 -20.25 -5.79 -0.258
H -5.40 -21.45 -4.61 0.416
H -8.61 -21.16 -3.17 0.538
H -7.91 -19.70 -3.88 -0.172
H -6.82 -20.75 -3.05 0.433
H -4.02 -22.28 -6.81 0.252
H -4.78 -22.71 -8.12 0.309
```

Output
LUMO level (eV): 0.0
Orbital gap (eV): 8.9
Relative energy (zero: lowest compared OMol25 entry of this formula, charge and spin) (kcal/mol): 16.7

no.,HOMO energy (eV)
1,-9.23
2,-8.90